(1)
{"formula": "C37H28ClNO2P2PtSeTe", "method": "ωB97M-V with the def2-TZVPD basis set", "charge": -2, "spin_multiplicity": 3, "homo_lumo_gap_ev": [4.835, 5.547], "species": ["Pt", "Cl", "C", "C", "C", "C", "O", "C", "C", "O", "C", "H", "H", "H", "H", "Te", "C", "C", "C", "N", "C", "C", "C", "P", "C", "C", "C", "C", "C", "C", "C", "C", "C", "C", "C", "C", "P", "C", "C", "C", "C", "C", "C", "C", "C", "C", "C", "C", "C", "H", "H", "H", "H", "H", "H", "H", "H", "H", "H", "H", "H", "H", "H", "H", "H", "H", "H", "H", "H", "H", "H", "H", "H", "Se"], "positions_angstrom": [[-0.225050, 1.116356, -1.205128], [5.536729, -5.010370, 0.264114], [4.791880, -3.427948, 0.008813], [5.616569, -2.298706, -0.222467], [5.065119, -1.075467, -0.429910], [3.616823, -0.831165, -0.430949], [3.135949, 0.293989, -0.624754], [2.823723, -2.019723, -0.172888], [1.385063, -2.053477, -0.106170], [0.562677, -1.157167, -0.163937], [3.440243, -3.275946, 0.025195], [6.693741, -2.426174, -0.225811], [5.688338, -0.205250, -0.599974], [1.001772, -3.095661, 0.027708], [2.807247, -4.140818, 0.195408], [-1.868947, 4.805378, -0.145430], [-2.126793, 6.111194, 1.510459], [-1.047061, 6.796754, 2.057502], [-1.238514, 7.578550, 3.186755], [-2.412109, 7.734671, 3.802059], [-3.441781, 7.078795, 3.267873], [-3.353955, 6.269978, 2.143705], [-1.126725, 3.192362, 0.922832], [0.572131, 2.648867, 0.461339], [1.225839, 2.097739, 2.093358], [1.930999, 0.904160, 2.171270], [2.381061, 0.428938, 3.399323], [2.137913, 1.152662, 4.557201], [1.432190, 2.351341, 4.485889], [0.970158, 2.811667, 3.263640], [1.618749, 4.097823, 0.054799], [2.410314, 4.790862, 0.961852], [3.164632, 5.884947, 0.552679], [3.140226, 6.290776, -0.774052], [2.369538, 5.588757, -1.692600], [1.621931, 4.496956, -1.282316], [-1.839317, 1.603129, 0.410559], [-1.924027, 0.584977, 1.939190], [-1.850214, -0.800790, 1.825161], [-1.895071, -1.601850, 2.958525], [-1.999755, -1.024822, 4.217915], [-2.057011, 0.357977, 4.339464], [-2.017271, 1.155700, 3.204841], [-3.621162, 1.805332, 0.028701], [-4.003924, 1.893023, -1.307534], [-5.333447, 2.111675, -1.641176], [-6.293590, 2.242771, -0.648060], [-5.920208, 2.147679, 0.686824], [-4.590820, 1.925379, 1.020208], [-0.059772, 6.709745, 1.619629], [-0.397930, 8.109333, 3.623178], [-4.396561, 7.200791, 3.771108], [-4.232919, 5.755177, 1.776754], [2.116260, 0.351603, 1.261972], [2.916837, -0.511543, 3.441897], [2.482096, 0.779243, 5.514791], [1.222175, 2.913290, 5.389078], [0.363913, 3.710266, 3.203266], [2.449126, 4.479836, 1.998855], [3.776216, 6.412710, 1.274963], [3.728869, 7.142901, -1.094134], [2.353680, 5.883576, -2.734475], [1.040010, 3.928741, -2.002826], [-1.717127, -1.241786, 0.845159], [-1.820287, -2.678235, 2.858105], [-2.012569, -1.648185, 5.104485], [-2.111078, 0.818349, 5.319185], [-2.014994, 2.238533, 3.278849], [-3.247103, 1.792291, -2.080122], [-5.612553, 2.184043, -2.685432], [-7.330359, 2.419758, -0.910797], [-6.662730, 2.243713, 1.470197], [-4.310469, 1.847911, 2.063490], [-0.834930, 1.709210, -3.382379]], "atomic_forces_ev_per_a": [[-0.1, 0.5, 0.3], [-0.1, 0.2, 0.0], [0.2, 0.2, -0.1], [0.0, -0.3, 0.1], [-0.3, 0.3, 0.0], [0.1, -0.2, 0.0], [0.2, 0.1, -0.1], [0.2, -0.4, 0.1], [-0.2, -0.2, 0.0], [0.0, 0.1, 0.0], [-0.1, 0.1, 0.0], [0.0, 0.0, 0.0], [0.0, 0.0, 0.0], [0.0, 0.1, 0.0], [0.0, 0.0, 0.0], [0.0, 0.0, -0.1], [0.0, 0.0, 0.2], [0.0, 0.0, 0.1], [0.0, 0.0, 0.0], [0.0, 0.0, -0.1], [-0.1, 0.0, 0.0], [0.0, 0.1, 0.0], [0.2, -0.3, -0.5], [-0.3, -0.1, 0.2], [0.1, 0.1, -0.1], [0.0, -0.1, 0.1], [0.0, 0.1, 0.0], [0.0, 0.0, -0.1], [0.0, 0.0, 0.0], [-0.1, 0.0, 0.0], [0.0, -0.2, -0.2], [0.0, 0.1, 0.2], [0.0, 0.0, 0.0], [0.0, 0.0, 0.0], [0.0, 0.0, 0.0], [0.0, 0.0, -0.1], [0.0, 0.1, 0.2], [-0.1, 0.0, 0.0], [-0.1, 0.0, 0.0], [0.0, 0.0, 0.0], [0.0, 0.0, 0.0], [0.0, 0.0, 0.0], [0.1, 0.1, 0.0], [0.1, 0.0, -0.1], [0.0, 0.0, 0.0], [0.0, 0.0, 0.0], [0.0, 0.0, 0.0], [0.1, 0.0, 0.0], [-0.1, 0.0, 0.1], [0.0, 0.0, 0.0], [0.0, 0.0, 0.0], [0.0, 0.0, 0.0], [0.0, 0.0, 0.0], [0.0, 0.0, -0.1], [0.0, 0.0, 0.0], [0.0, 0.0, 0.0], [0.0, 0.0, 0.0], [0.0, 0.0, 0.0], [0.0, 0.0, 0.0], [0.0, 0.0, 0.0], [0.0, 0.0, 0.0], [0.0, 0.0, 0.0], [0.0, 0.0, 0.0], [0.0, 0.0, 0.0], [0.0, 0.0, 0.0], [0.0, 0.0, 0.0], [0.0, 0.0, 0.0], [0.0, 0.0, 0.0], [0.0, 0.0, 0.0], [0.0, 0.0, 0.0], [0.0, 0.0, 0.0], [0.0, 0.0, 0.0], [0.0, 0.0, 0.0], [0.1, -0.1, -0.2]]}

=====

(2)
{"formula": "C37H28MnN7O4S3", "method": "ωB97M-V with the def2-TZVPD basis set", "charge": 1, "spin_multiplicity": 2, "homo_lumo_gap_ev": [6.524, 5.844], "species": ["Mn", "O", "C", "O", "C", "C", "C", "C", "C", "N", "C", "O", "O", "H", "H", "H", "H", "S", "N", "C", "C", "C", "C", "C", "N", "C", "C", "N", "C", "C", "C", "C", "C", "N", "H", "H", "H", "H", "H", "H", "S", "C", "N", "C", "C", "N", "C", "C", "C", "C", "C", "C", "C", "C", "S", "C", "C", "C", "C", "C", "C", "C", "H", "H", "H", "H", "H", "H", "H", "H", "H", "H", "H", "H", "H", "H", "H", "H", "H", "H"], "positions_angstrom": [[0.181313, 1.067882, 1.280303], [3.016322, 1.601820, 5.160660], [2.013735, 2.013110, 4.377597], [1.998634, 3.087948, 3.842400], [0.884880, 1.048702, 4.345141], [0.685105, 0.219870, 5.438085], [-0.464143, -0.541908, 5.520448], [-1.377162, -0.455804, 4.489969], [-1.087677, 0.347204, 3.397755], [0.022870, 1.099544, 3.302412], [-2.065782, 0.428759, 2.232467], [-3.129235, -0.150143, 2.282068], [-1.625048, 1.155821, 1.255138], [3.678328, 2.303540, 5.225652], [1.421025, 0.213543, 6.228704], [-0.645214, -1.168056, 6.383107], [-2.311346, -0.999550, 4.490231], [5.440763, 6.272360, 0.909215], [5.563608, 4.672046, 1.044817], [4.341945, 4.178299, 0.984328], [3.994767, 2.784240, 1.119689], [4.920743, 1.776146, 1.364801], [4.451992, 0.500405, 1.600846], [3.086029, 0.260848, 1.559257], [2.179970, 1.197508, 1.285776], [2.629396, 2.459650, 1.074350], [1.621354, 3.478670, 0.886289], [0.343103, 3.056048, 0.882773], [-0.635304, 3.937326, 0.738778], [-0.394056, 5.297652, 0.582974], [0.907988, 5.752956, 0.584351], [1.943427, 4.836378, 0.751233], [3.340468, 5.185728, 0.823454], [3.842058, 6.403526, 0.770180], [5.975568, 2.014472, 1.395408], [5.126536, -0.315770, 1.816742], [2.702858, -0.732841, 1.748502], [-1.639185, 3.532010, 0.724865], [-1.223845, 5.977068, 0.453722], [1.143256, 6.800431, 0.450666], [0.196683, -1.264110, 1.065328], [0.193984, -1.681568, -0.588516], [0.280522, -2.964194, -0.940250], [0.461246, -3.297980, -2.345811], [-0.384278, -2.383912, -3.195118], [-0.044376, -0.999423, -2.895841], [-0.181708, -0.034988, -3.987570], [-1.627961, 0.273922, -4.317744], [-2.280053, 1.354682, -3.730792], [-3.595936, 1.640942, -4.060600], [-4.275067, 0.848228, -4.974073], [-3.635132, -0.235603, -5.556164], [-2.317540, -0.518237, -5.230483], [0.127981, -0.644012, -1.614823], [0.278462, 0.990582, -1.187552], [0.131794, -4.080218, -0.009621], [-1.198043, -4.765823, -0.224685], [-1.258592, -6.062950, -0.718993], [-2.486623, -6.672291, -0.936006], [-3.659205, -5.984526, -0.665201], [-3.604080, -4.686134, -0.175074], [-2.379063, -4.078750, 0.046073], [0.161793, -4.332350, -2.501442], [1.516812, -3.183855, -2.613746], [-1.445809, -2.570284, -3.002632], [-0.187765, -2.571688, -4.249096], [0.305852, -0.469574, -4.861605], [0.343742, 0.871504, -3.702112], [-1.749479, 1.976382, -3.023168], [-4.089554, 2.492104, -3.610655], [-5.298202, 1.080150, -5.238122], [-4.156637, -0.855374, -6.273533], [-1.817666, -1.353646, -5.709020], [0.200030, -3.691726, 1.000712], [0.953557, -4.780452, -0.173998], [-0.342018, -6.604510, -0.926252], [-2.524210, -7.683740, -1.318499], [-4.615947, -6.459544, -0.836589], [-4.517229, -4.147146, 0.039956], [-2.340329, -3.067319, 0.438168]], "atomic_forces_ev_per_a": [[2.4, 0.7, -2.5], [0.2, -0.4, 0.1], [0.1, 0.5, -0.1], [0.0, 0.1, -0.3], [-0.6, -0.2, -0.2], [0.3, 0.3, 0.1], [-0.2, -0.1, -0.1], [-0.1, -0.1, 0.1], [-0.1, 0.2, 0.5], [-0.1, -1.2, 0.9], [-0.6, 0.1, -0.2], [0.1, 0.0, 0.2], [-2.2, 0.1, 0.2], [0.0, 0.2, -0.1], [0.0, 0.0, 0.0], [0.0, 0.0, 0.0], [0.0, 0.0, -0.1], [0.0, 0.0, 0.0], [0.2, -0.1, 0.0], [-0.2, 0.5, -0.1], [-0.5, -0.2, 0.0], [0.0, -0.1, 0.1], [0.2, 0.1, -0.1], [-0.1, -0.1, -0.1], [0.9, 0.6, 0.3], [0.6, -0.4, 0.2], [-0.4, 0.7, -0.1], [0.4, -0.1, 0.7], [-0.2, -0.1, -0.1], [0.2, 0.1, -0.1], [-0.1, 0.0, 0.0], [-0.2, -0.4, 0.0], [0.4, -0.3, 0.0], [-0.1, 0.2, -0.1], [0.0, 0.0, 0.0], [0.0, 0.0, 0.0], [0.0, 0.0, 0.0], [0.0, -0.1, 0.1], [0.0, 0.0, 0.0], [0.0, 0.0, 0.1], [0.0, -0.7, -0.3], [0.1, -1.2, 2.1], [-0.2, 0.9, -0.3], [0.0, 0.0, -0.3], [0.0, -0.3, 0.0], [0.0, -0.3, 0.8], [-0.3, 0.3, -0.1], [0.0, -0.1, 0.0], [0.0, 0.0, 0.0], [0.0, 0.0, 0.0], [0.0, 0.0, 0.0], [0.0, 0.0, 0.0], [0.0, 0.0, 0.0], [0.2, 2.2, -1.5], [-0.2, -1.1, 0.3], [-0.1, -0.3, 0.2], [0.0, 0.0, -0.1], [0.1, 0.0, 0.0], [0.0, 0.0, 0.0], [0.0, 0.0, 0.0], [0.0, 0.0, 0.0], [0.0, 0.1, 0.0], [0.0, 0.0, 0.0], [0.0, -0.1, 0.1], [0.0, 0.1, -0.1], [0.0, 0.0, 0.0], [0.1, 0.0, 0.1], [0.1, 0.0, 0.0], [0.0, 0.0, 0.0], [0.0, 0.0, 0.0], [0.0, 0.0, 0.0], [0.0, 0.0, 0.0], [0.0, 0.0, 0.0], [0.1, 0.0, 0.0], [0.0, 0.1, 0.0], [0.0, 0.0, 0.0], [0.0, 0.0, 0.0], [0.0, 0.0, 0.0], [0.0, 0.0, 0.0], [0.0, 0.0, 0.0]]}

=====

(3)
{"formula": "C37H29F3N2O6PRuS2", "method": "ωB97M-V with the def2-TZVPD basis set", "charge": -2, "spin_multiplicity": 2, "homo_lumo_gap_ev": [6.385, 6.263], "species": ["Ru", "O", "C", "O", "C", "C", "C", "C", "C", "C", "C", "C", "C", "N", "H", "H", "H", "H", "H", "H", "C", "C", "C", "C", "C", "C", "C", "P", "C", "C", "C", "C", "C", "C", "C", "C", "C", "C", "C", "C", "C", "C", "H", "H", "H", "H", "H", "H", "H", "H", "H", "H", "H", "H", "H", "H", "H", "H", "H", "H", "H", "H", "F", "C", "F", "F", "C", "C", "C", "C", "N", "C", "S", "H", "H", "H", "O", "S", "O", "O", "O"], "positions_angstrom": [[0.388986, 0.857838, -0.718907], [4.669925, 0.674673, -0.268529], [3.484420, 0.618345, -0.617856], [2.538706, 0.019522, -0.033593], [3.119402, 1.296944, -1.933058], [4.142814, 1.848595, -2.717393], [3.865448, 2.298836, -3.975125], [2.540167, 2.228321, -4.452068], [2.180029, 2.617894, -5.757304], [0.872764, 2.564297, -6.164541], [-0.121714, 2.146577, -5.265102], [0.197554, 1.751213, -3.992765], [1.539353, 1.747621, -3.563057], [1.860990, 1.275679, -2.327049], [5.137992, 1.860871, -2.296739], [4.644510, 2.691737, -4.619270], [2.955488, 2.965020, -6.431855], [0.607031, 2.857993, -7.172984], [-1.158455, 2.147277, -5.576985], [-0.573454, 1.461753, -3.295694], [-0.843497, -1.574098, 4.517489], [-1.835438, -1.704605, 3.390949], [-2.975999, -2.468083, 3.634582], [-3.993611, -2.594693, 2.703275], [-3.884850, -1.947929, 1.485550], [-2.749714, -1.205081, 1.210142], [-1.710938, -1.073439, 2.135038], [-0.288139, -0.050954, 1.542836], [1.168818, -0.886909, 2.291431], [2.062068, -0.167625, 3.081443], [3.248373, -0.729909, 3.516223], [3.566271, -2.029651, 3.153867], [2.675319, -2.759576, 2.384524], [1.472423, -2.211858, 1.951260], [0.513806, -3.068290, 1.169490], [-0.460248, 1.493796, 2.500463], [-1.383843, 1.723875, 3.507077], [-1.593690, 3.013955, 3.977746], [-0.913471, 4.076410, 3.402343], [-0.008851, 3.853553, 2.379433], [0.252018, 2.562517, 1.922127], [1.215074, 2.254915, 0.866988], [-1.310844, -1.854449, 5.464005], [-0.480344, -0.552491, 4.600749], [0.020761, -2.220413, 4.362510], [-3.075450, -2.970714, 4.591417], [-4.870308, -3.188543, 2.936880], [-4.678101, -2.018618, 0.751205], [-2.660364, -0.683613, 0.267482], [1.825150, 0.855246, 3.352413], [3.933440, -0.148874, 4.122406], [4.513134, -2.466372, 3.449577], [2.919584, -3.775246, 2.091262], [1.052497, -3.791419, 0.560584], [-0.094577, -2.461330, 0.502687], [-0.164097, -3.607981, 1.840961], [-1.973447, 0.909937, 3.912204], [-2.324788, 3.190294, 4.758774], [-1.128992, 5.089787, 3.721585], [0.494302, 4.685938, 1.902770], [1.997074, 1.583632, 1.208523], [1.613759, 3.121537, 0.343463], [0.283192, -4.119274, -3.975790], [-0.705433, -4.137100, -3.060813], [-1.661205, -4.972123, -3.581398], [-0.223081, -4.788856, -1.975008], [-1.282244, -2.798646, -2.748106], [-2.647893, -2.618157, -2.858662], [-3.198957, -1.379143, -2.585898], [-2.353538, -0.347076, -2.202905], [-1.039981, -0.512479, -2.044118], [-0.460711, -1.721150, -2.309065], [1.209252, -1.813071, -2.060504], [-3.275105, -3.443075, -3.172552], [-4.262904, -1.205136, -2.672293], [-2.739839, 0.649893, -2.025209], [-2.248567, 3.717506, 0.345974], [-1.955284, 2.649791, -0.592306], [-2.993076, 2.549585, -1.629959], [-1.866504, 1.312259, 0.111784], [-0.610313, 2.842596, -1.249029]], "atomic_forces_ev_per_a": [[1.9, 0.5, 1.6], [-0.1, 0.0, -0.1], [0.2, -0.2, 0.2], [-0.8, 0.3, -0.6], [-0.4, -0.2, 0.0], [0.3, 0.1, -0.5], [0.0, -0.1, 0.3], [-0.2, -0.2, 0.3], [-0.2, 0.1, -0.2], [0.4, 0.1, 0.0], [-0.1, -0.1, 0.2], [-0.3, 0.1, -0.2], [0.2, 0.2, -0.5], [-0.5, 0.8, 0.8], [0.0, -0.1, 0.0], [0.0, 0.0, 0.0], [0.0, 0.0, 0.0], [0.0, 0.0, 0.0], [0.0, 0.0, 0.0], [0.0, 0.0, 0.0], [0.1, 0.0, -0.1], [-0.1, 0.1, -0.1], [-0.1, 0.0, 0.0], [0.0, 0.0, 0.0], [-0.1, -0.1, 0.0], [0.1, 0.0, 0.0], [-0.2, 0.0, -0.2], [0.3, 0.3, 0.4], [0.0, -0.1, 0.0], [-0.1, 0.1, 0.0], [0.1, 0.0, 0.1], [0.0, 0.0, 0.0], [0.0, 0.0, 0.0], [-0.1, 0.0, 0.1], [0.0, 0.0, 0.0], [0.0, 0.2, -0.3], [0.1, 0.0, 0.1], [-0.1, 0.0, 0.0], [-0.1, 0.0, 0.0], [0.2, -0.1, 0.0], [-0.4, 0.0, 0.5], [-0.1, -1.1, -1.6], [0.0, 0.0, 0.0], [0.1, 0.0, 0.0], [0.1, 0.0, 0.0], [0.0, 0.1, 0.0], [0.0, 0.0, 0.0], [0.0, 0.0, 0.0], [0.0, 0.0, 0.0], [0.0, 0.0, 0.0], [0.0, 0.0, 0.0], [0.0, 0.0, 0.0], [0.0, 0.0, 0.0], [0.0, 0.0, -0.1], [0.0, -0.1, -0.1], [0.0, 0.0, 0.0], [0.0, 0.0, -0.1], [0.0, 0.0, 0.0], [0.0, 0.0, 0.0], [0.0, 0.0, 0.0], [0.2, 0.4, 0.2], [0.0, 0.1, 0.0], [-0.2, 0.0, 0.1], [0.1, -0.2, 0.0], [0.1, 0.0, 0.1], [-0.1, 0.1, -0.2], [-0.2, 0.2, 0.0], [0.1, -0.1, 0.0], [-0.1, 0.1, -0.1], [0.1, -0.2, -0.1], [0.0, -0.3, 0.1], [0.3, 0.0, -0.1], [0.1, -0.4, 0.0], [0.0, 0.0, 0.0], [0.0, 0.0, 0.0], [0.0, 0.0, 0.1], [0.3, 0.1, 0.1], [-1.9, 0.1, 0.3], [0.2, 0.1, -0.2], [-0.3, 0.6, -0.5], [0.9, -1.2, 0.2]]}

=====

Q: Which total energy values were calculated for the entries above? A: -151395.075; -121268.519; -95802.377, in eV.